No. 1
Computed, not measured: a molecular structure, C23H53BeBr2MgNO13S, with wB97M-V/def2-TZVPD.

Calculated values
LUMO level = -0.3669 hartree
Kohn-Sham gap = 1.68 eV
Total charge = +2
2S+1 = 1

Geometry as XYZ:
```
95
Properties=species:S:1:pos:R:3:forces:R:3:lowdin_charge:R:1
C 5.910233 -0.461501 1.621403 0.5 -0.8 -0.5 -0.096
C 5.489369 -0.692383 0.043716 -0.1 2.2 0.0 -0.232
C 4.092048 0.071868 -0.389456 0.8 0.3 -0.5 -0.160
C 3.544939 -0.627466 -1.766768 1.5 3.6 -0.9 -0.117
O 2.944681 -1.959290 -1.599221 2.8 1.2 -5.8 -0.308
O 2.558518 -2.183349 -0.375666 -4.0 -1.7 5.5 -0.120
C 1.274578 -2.945608 -0.499040 -3.0 -5.3 -2.4 -0.168
O 1.258432 -3.992518 -1.370552 3.0 8.4 8.0 -0.373
N 0.041017 -2.561978 0.343233 3.7 0.1 -1.9 0.045
C -0.657140 -1.464679 -0.440920 0.6 2.1 0.0 -0.666
Br -1.841995 -2.276742 -1.838146 0.9 0.6 1.0 0.739
C -1.504837 -0.425719 0.523352 -0.8 0.0 -0.3 -0.191
C -1.381141 1.152070 -0.017363 0.1 -0.2 0.5 -0.214
H 7.094110 -0.399968 1.659644 -2.5 -0.2 0.1 0.089
H 5.500955 0.553143 2.075659 0.6 -2.3 -1.1 0.106
H 5.530479 -1.414083 2.205421 0.8 2.2 -0.8 0.091
H 5.371674 -1.816161 -0.260480 0.4 1.2 0.6 0.046
H 6.345366 -0.189645 -0.616572 -1.9 -1.5 1.2 0.143
H 4.409585 1.185943 -0.678012 -0.9 -2.5 0.5 0.157
H 3.304668 0.168656 0.470603 1.5 -0.5 -1.7 0.131
H 2.825450 0.094698 -2.386780 1.2 -1.9 1.6 0.168
H 4.498344 -0.780877 -2.468864 -2.1 0.1 1.5 0.164
H 0.450657 -2.200753 1.236454 -0.7 0.0 -0.8 0.140
H 0.178813 -0.846421 -1.020830 -2.0 -1.1 1.0 0.105
H -2.654498 -0.718971 0.406149 2.7 0.5 0.6 0.120
H -1.176758 -0.515577 1.666622 -0.7 0.2 -2.6 0.136
H -0.498327 1.258805 -0.800667 -1.4 -0.4 1.5 -0.043
H -2.388300 1.489885 -0.559267 1.8 -0.8 1.2 0.024
H -1.205794 1.916771 0.867841 -0.5 -1.6 -1.9 0.101
Be -1.354498 2.490434 -2.036692 -0.1 0.4 -0.4 0.501
Br 0.445502 -5.389566 -2.886692 -2.7 -1.4 -3.6 0.675
C -1.032094 -3.115747 -5.301230 -2.3 0.1 -2.2 -0.262
O -0.260044 -3.796339 -4.467415 3.1 0.5 1.3 -0.382
H -0.704058 -3.047524 -6.352396 0.5 -0.9 0.1 0.099
H -2.068700 -3.469721 -5.433424 -0.3 -0.3 0.1 0.119
H -1.207594 -2.050759 -5.072545 0.1 -0.1 1.3 0.090
Mg 4.045502 -3.612685 -1.417069 -0.8 -0.1 0.0 1.305
O -3.024315 2.608821 1.952513 -0.7 1.2 -1.0 0.030
C -3.841029 3.376709 1.445568 0.5 -0.1 0.6 -0.489
O -3.435662 4.320922 0.566311 0.6 -1.1 0.2 -0.030
C -4.322400 5.133146 -0.225565 -0.6 0.5 -0.1 -0.223
C -4.771547 6.356976 0.547887 0.2 0.0 0.2 -0.056
C -5.280891 3.344306 1.862088 -0.4 -0.4 -0.4 0.017
H -5.161989 4.543466 -0.607181 0.1 -0.1 0.2 0.118
H -3.748431 5.453429 -1.101305 0.1 -0.2 0.3 0.120
H -5.338230 6.083200 1.441723 -0.1 0.0 -0.2 0.076
H -5.398493 6.999150 -0.076173 0.1 -0.1 0.0 0.095
H -3.904504 6.933612 0.888066 -0.3 -0.1 -0.2 0.053
H -5.406381 3.935761 2.771719 0.0 0.0 -0.1 0.108
H -5.560155 2.305374 2.065251 0.2 0.2 0.2 0.089
H -5.968944 3.697814 1.095000 0.1 0.1 0.1 0.071
C -1.898834 -6.544471 -8.850724 0.1 0.1 0.0 -0.271
S -3.509634 -6.448915 -8.033746 0.0 0.3 0.1 0.819
O -3.726273 -5.021097 -7.629199 0.3 -0.5 0.0 -0.571
C -3.020845 -7.365377 -6.552306 0.0 0.0 0.1 -0.271
H -1.955604 -5.997963 -9.795063 -0.1 -0.1 0.2 0.054
H -1.130777 -6.093560 -8.217574 -0.1 0.0 0.0 0.049
H -1.652912 -7.589559 -9.052722 -0.1 0.1 0.0 0.056
H -2.183539 -6.863428 -6.061301 0.0 0.0 -0.1 0.045
H -2.738357 -8.383681 -6.829365 -0.1 0.1 0.0 0.056
H -3.872669 -7.400461 -5.868667 0.1 0.0 -0.2 0.052
C -8.637309 1.132366 0.268614 -0.1 -0.2 0.1 -0.154
O -7.405171 1.663786 -0.182544 0.8 0.0 0.0 -0.148
H -9.446895 1.794176 -0.047988 0.2 -0.1 0.0 0.086
H -8.788767 0.141286 -0.166113 -0.2 0.0 0.1 0.079
H -8.629219 1.066235 1.359298 -0.3 -0.1 0.0 0.078
H -6.706306 1.055732 0.113020 -0.4 0.4 -0.2 0.071
O -3.009906 8.778803 1.635682 0.4 0.3 0.2 -0.063
H -3.184313 9.609165 2.103690 0.0 -0.3 -0.2 0.052
H -2.046465 8.684076 1.678025 -0.3 0.1 0.0 0.047
C -3.089174 0.512122 4.610088 0.1 0.4 -0.2 -0.057
O -3.687443 -0.413538 5.515404 0.5 -1.1 0.1 -0.001
C -3.039922 -1.602449 5.607302 -0.1 -0.1 0.2 -0.559
O -2.030064 -1.918058 4.997840 -1.2 0.4 0.6 0.086
O -3.710755 -2.379397 6.494813 0.5 0.9 -0.9 -0.002
C -3.138847 -3.670688 6.693927 0.2 -0.6 0.2 -0.048
H -3.688725 1.426463 4.616306 0.0 -0.3 0.1 0.093
H -2.073376 0.764358 4.931156 -0.1 -0.1 -0.1 0.101
H -3.086147 0.109256 3.592118 0.1 0.0 0.2 0.078
H -2.124979 -3.585645 7.098185 -0.1 0.0 -0.2 0.099
H -3.137751 -4.240706 5.759238 0.1 0.2 0.1 0.097
H -3.755557 -4.204971 7.421783 0.0 0.4 -0.2 0.100
C 10.860645 2.628168 1.913290 0.5 0.0 -0.4 -0.174
C 9.579837 3.358989 2.223397 -0.2 0.5 0.4 -0.176
C 8.532126 2.325887 1.870351 -0.3 -0.2 -0.1 -0.224
O 9.117176 1.039434 2.115058 -0.2 0.2 -0.1 -0.170
C 10.525219 1.211952 2.326917 0.3 -0.4 0.3 -0.199
H 11.733056 3.029370 2.435226 -0.1 -0.1 -0.1 0.123
H 11.057874 2.665959 0.835324 0.0 0.0 0.1 0.120
H 9.533283 3.587277 3.294749 0.0 0.0 -0.1 0.123
H 9.461330 4.293489 1.669159 0.0 -0.1 0.1 0.120
H 8.266477 2.375760 0.809075 -0.1 0.1 -0.1 0.111
H 7.619764 2.434327 2.463898 0.0 -0.1 0.0 0.111
H 10.724634 1.052223 3.392165 0.1 0.0 -0.1 0.123
H 11.078945 0.464374 1.752282 -0.2 0.0 0.1 0.120
```
Positions in Å, forces in eV/Å.


No. 2
Computed, not measured: a molecular structure, C23H53FeNOP3, with wB97M-V/def2-TZVPD.

Calculated values
LUMO level (spin up / spin down) = -0.1982 / -0.2966 hartree
Kohn-Sham gap (spin up / spin down) = 8.05 / 7.04 eV
Total charge = +2
2S+1 = 6

Geometry as XYZ:
```
82
Properties=species:S:1:pos:R:3:forces:R:3:lowdin_charge:R:1
Fe 0.127939 -0.812264 -0.005698 -3.8 1.4 -3.4 0.317
P 1.620649 -0.496728 -1.670014 2.6 0.9 -2.0 0.986
P -1.390113 -1.530022 1.546305 -2.2 -1.4 1.8 1.024
N -1.112497 -1.660745 -1.488097 -0.3 -1.1 -0.4 -0.177
C 0.382383 -0.463453 -3.054437 -0.1 -0.2 -0.6 -0.263
H 0.454650 0.501748 -3.575472 0.0 -0.3 0.1 0.080
H 0.686477 -1.236338 -3.782517 -0.1 0.3 0.3 0.095
C -1.072659 -0.719389 -2.636759 -0.6 0.2 0.1 -0.237
H -1.582668 0.214280 -2.320889 0.4 -0.4 -0.1 0.102
H -1.670801 -1.141258 -3.464255 0.4 0.2 0.2 0.139
C -2.484866 -2.070113 -0.998893 0.3 0.1 -0.6 -0.193
H -2.501588 -3.164798 -0.927612 0.0 0.3 0.0 0.125
H -3.219875 -1.782707 -1.771385 0.2 -0.1 0.4 0.136
C -2.812898 -1.421627 0.346155 -0.2 0.3 0.1 -0.282
H -3.677528 -1.925171 0.795486 0.1 0.1 -0.1 0.096
H -3.098888 -0.368158 0.210977 0.1 -0.3 0.0 0.071
C -1.965443 -0.690504 3.123712 -0.5 0.2 -0.1 -0.478
C -1.337263 0.691904 3.279931 0.1 0.4 0.0 -0.116
H -1.674577 1.387419 2.504467 0.2 -0.2 0.3 0.036
H -0.240583 0.633410 3.245618 -0.3 0.0 0.1 0.069
H -1.618085 1.134485 4.247961 0.1 -0.2 -0.3 0.106
C -1.424324 -3.350988 1.913456 0.1 0.2 -0.2 -0.507
C -0.267653 -3.772184 2.824442 0.4 -0.3 0.2 -0.101
H 0.078395 -4.773881 2.527814 -0.1 0.3 0.2 0.098
H -0.584746 -3.841999 3.875522 0.2 0.1 -0.4 0.079
H 0.598154 -3.093753 2.761802 -0.2 -0.3 0.1 0.063
C 2.843535 -1.820237 -2.127150 -0.3 -0.4 0.0 -0.516
C 4.147346 -1.738221 -1.325858 0.2 0.0 0.1 -0.098
H 4.702711 -2.680814 -1.449879 -0.2 0.3 0.0 0.102
H 3.977385 -1.595644 -0.251862 0.1 0.0 -0.2 0.075
H 4.798561 -0.936970 -1.711292 -0.3 -0.3 0.2 0.078
C 2.567255 1.120796 -1.739842 -0.6 0.2 -0.1 -0.521
C 3.500338 1.334101 -0.538809 0.1 0.0 0.2 -0.098
H 3.666518 2.415323 -0.398108 0.0 -0.4 -0.1 0.097
H 4.484523 0.875119 -0.699038 -0.3 0.1 0.1 0.079
H 3.081428 0.942917 0.401424 0.2 0.2 -0.3 0.049
C 1.347325 -0.766691 1.287470 6.7 2.2 7.7 -0.332
C -2.799719 -3.789047 2.453501 -0.5 -0.4 -0.2 -0.099
H -3.485837 -2.956367 2.663455 0.2 -0.3 0.0 0.067
H -3.296081 -4.445974 1.724606 0.0 0.2 0.2 0.093
H -2.694753 -4.370473 3.380115 0.0 0.2 -0.3 0.094
C 3.144622 -1.901460 -3.634887 0.0 0.0 -0.4 -0.099
H 4.221128 -2.066757 -3.798319 -0.4 0.0 0.1 0.097
H 2.602012 -2.735529 -4.099634 0.2 0.3 0.0 0.089
H 2.876240 -0.982316 -4.171593 0.1 -0.3 0.1 0.059
C 3.270958 1.427698 -3.067803 0.2 0.1 -0.1 -0.084
H 3.661291 2.456703 -3.023309 -0.1 -0.3 0.0 0.100
H 4.133435 0.773393 -3.262108 -0.3 0.1 0.1 0.083
H 2.589207 1.389556 -3.929210 0.2 -0.1 0.2 0.078
C -1.788610 -1.466208 4.438905 0.0 -0.3 0.1 -0.083
H -0.735449 -1.695159 4.644827 -0.2 0.1 -0.1 0.090
H -2.142266 -0.826676 5.260211 0.1 -0.1 -0.3 0.100
H -2.373253 -2.392440 4.484846 0.3 0.3 0.0 0.069
H -3.045724 -0.563075 2.932905 0.2 0.0 0.2 0.120
H 1.746544 1.853873 -1.637401 0.3 -0.4 -0.1 0.028
H -1.274498 -3.816906 0.925446 0.1 0.2 0.3 0.098
H 2.304063 -2.733258 -1.825367 0.3 0.1 0.0 0.093
O 2.065416 -0.524098 2.195222 -2.7 -1.8 -3.6 0.130
H -0.605698 -2.521144 -1.764554 -0.5 0.6 0.1 0.136
H 1.044198 -2.139402 0.074705 0.5 -1.0 0.4 0.063
C -0.681591 3.355665 -2.683286 -0.1 0.2 -0.1 -0.124
C -0.062889 3.499441 -1.290942 0.1 -0.1 -0.2 -0.388
P -0.323269 2.047638 -0.171406 -0.2 0.4 0.4 0.987
C 0.647249 2.638588 1.307185 -0.1 -0.5 -0.2 -0.384
C 0.071089 3.738862 2.193357 0.2 0.4 0.3 -0.123
C -2.160077 2.162388 0.104684 0.0 -0.3 -0.4 -0.413
C -2.765511 3.528498 0.387851 -0.3 0.2 0.2 -0.118
H -0.234820 2.532016 -3.260135 -0.1 0.2 0.2 0.053
H -0.504601 4.286944 -3.240407 -0.1 -0.3 0.1 0.093
H -1.768703 3.190543 -2.644369 0.3 0.1 0.0 0.074
H 1.025589 3.665138 -1.373660 -0.4 0.0 0.1 0.084
H -0.486721 4.378515 -0.772743 0.3 -0.4 -0.2 0.086
H 1.617096 2.960501 0.889240 -0.4 -0.1 0.0 0.079
H 0.875964 1.734303 1.883843 0.0 0.4 0.1 0.024
H -0.788504 3.405519 2.791235 0.3 0.1 -0.3 0.063
H 0.854779 4.057995 2.901109 -0.3 -0.1 -0.2 0.094
H -0.221886 4.628367 1.613576 0.1 -0.3 0.2 0.078
H -2.607327 1.765628 -0.834792 0.3 0.1 0.4 0.074
H -2.426854 1.447180 0.889717 0.0 0.2 -0.3 0.027
H -2.595531 4.223103 -0.445059 -0.1 -0.1 0.3 0.076
H -3.852577 3.418270 0.531176 0.4 0.1 -0.1 0.095
H -2.356647 3.963120 1.304590 -0.1 0.0 -0.3 0.061
```
Positions in Å, forces in eV/Å.


Electronic energy list, top to bottom, in eV: -209548.2171, -90484.8458
M list, top to bottom, in g/mol: 776.86, 508.45
Largest force on an atom list, top to bottom, in Eh/bohr: 0.2331, 0.2032